Record 1
Here is a 15-piece molecular cluster, C3H35NO14 overall from the OMol25 dataset. Energies are from wB97M-V/def2-TZVPD.

Values from the calculation:
**Electronic energy**: -1243.25552 Eh
**Net charge**: 0
**E_LUMO**: -0.179 eV
**Maximum force**: 6.9 eV/Å
**HOMO-LUMO gap**: 7.5 eV
**ΔE to the lowest compared entry with this formula, charge and spin**: 164.94 kcal per mole

XYZ file:
```
53
Properties=species:S:1:pos:R:3:forces:R:3
C 1.326 -1.129 -3.519 -1.8 -0.3 1.7
C 1.337 -0.296 -2.241 -0.1 1.1 -1.5
C 0.288 0.544 -2.064 1.4 -1.3 2.7
N 0.062 1.119 -0.763 -1.1 0.0 1.7
H 1.440 -0.643 -4.444 0.8 1.0 -1.1
H 1.951 -2.001 -3.421 0.1 0.1 -0.3
H 0.260 -1.472 -3.535 1.0 -0.2 -0.4
H 2.225 -0.413 -1.551 -1.6 0.4 -0.7
H -0.606 0.684 -2.656 0.3 -0.3 -0.7
H -0.938 0.967 -0.471 1.2 0.2 -0.6
H 0.587 0.635 0.015 -0.5 0.4 -1.6
H -2.467 3.572 1.669 -0.1 0.3 -0.4
H -3.682 3.281 0.810 -1.4 0.7 -3.6
O -3.349 3.151 1.636 1.7 -0.6 3.9
H -2.798 1.677 2.598 0.5 0.3 -0.9
H -3.248 0.649 3.462 1.2 -0.7 -0.9
O -2.578 0.737 2.721 -1.9 0.3 1.9
H 2.660 0.163 3.169 1.8 0.1 0.9
H 1.585 -0.785 2.613 0.7 0.9 0.3
O 1.824 0.164 2.765 -1.9 -1.6 -1.0
H 0.980 -3.937 1.324 -1.6 -2.0 -2.7
H -0.332 -4.554 0.689 -5.0 -0.1 1.0
O 0.542 -4.511 0.551 6.5 1.8 1.6
H 1.355 2.568 0.876 -0.3 -0.3 3.5
H 1.113 1.756 2.356 0.4 0.4 -1.0
O 1.337 2.612 1.935 -0.1 0.4 -2.8
H 3.344 0.613 0.407 0.0 -0.8 0.1
H 3.755 1.628 -0.512 0.4 -0.5 -0.7
O 3.802 0.653 -0.446 -0.3 1.4 0.8
H -1.206 -1.280 3.185 3.0 0.9 -3.3
H -0.014 -0.436 2.362 0.2 2.3 0.6
O -0.508 -1.217 2.362 -3.7 -3.2 2.9
H -0.152 -3.772 -3.002 0.5 0.1 -0.4
H 1.066 -3.978 -2.136 -0.3 0.3 -2.3
O 0.820 -3.748 -3.103 -0.5 -1.5 3.0
H -3.037 -1.485 -2.310 1.1 -0.4 2.0
H -2.886 -1.072 -0.811 -0.4 0.7 0.4
O -2.531 -1.680 -1.455 -0.5 -0.4 -2.4
H -3.775 0.822 0.751 0.9 0.7 0.0
H -4.577 -0.312 0.499 0.4 0.1 -1.2
O -3.978 0.281 -0.019 -1.2 -0.8 1.3
H 1.360 3.895 -1.605 0.6 -0.7 -1.6
H 0.007 3.193 -0.989 -0.5 -2.3 -1.1
O 0.681 3.834 -0.975 0.3 2.8 2.4
H 0.196 -1.853 0.863 0.5 0.2 -1.0
H -0.364 -1.718 -0.555 2.1 0.6 0.9
O 0.525 -1.612 -0.041 -4.2 -0.4 -0.4
H 3.106 -2.516 -0.416 4.9 1.8 -3.4
H 1.838 -2.959 -0.411 -0.7 0.1 1.3
O 2.538 -2.723 0.224 -2.5 -2.2 2.7
H -0.187 4.426 0.473 0.3 0.5 -1.1
H -0.064 3.905 1.838 -1.2 1.5 -0.8
O -0.634 4.573 1.298 0.5 -1.9 2.3
```
Positions in Å, forces in eV/Å.

Record 2
Here is a 15-piece molecular cluster, C3H35O15 overall from the OMol25 dataset. Energies are from wB97M-V/def2-TZVPD.

Values from the calculation:
**Electronic energy**: -1263.90093 Eh
**Net charge**: -1
**E_LUMO**: 1.492 eV
**Maximum force**: 3.7 eV/Å
**HOMO-LUMO gap**: 7.0 eV
**ΔE to the lowest compared entry with this formula, charge and spin**: 50.78 kcal per mole

XYZ file:
```
53
Properties=species:S:1:pos:R:3:forces:R:3
C -0.271 4.710 33.574 -0.2 1.7 -0.1
C 1.080 4.448 32.950 -2.5 -2.6 -0.7
C 1.872 3.446 33.680 -1.3 0.0 2.7
O 0.797 3.922 31.712 0.1 0.0 -1.6
H -1.028 3.943 33.686 0.6 -0.7 -0.1
H -0.710 5.421 32.863 -0.1 -0.1 0.6
H -0.138 5.198 34.519 -0.2 0.5 0.9
H 1.587 5.352 32.801 1.1 1.7 0.5
H 2.840 3.473 33.356 2.7 -0.5 -1.0
H 1.437 2.458 33.771 0.3 -0.2 -1.1
H 1.897 3.677 34.724 0.4 0.7 1.1
O 6.219 2.942 34.194 1.5 -0.2 0.8
H 5.721 3.661 34.539 -0.4 1.2 0.5
H 5.612 2.548 33.603 -0.9 -1.0 -1.2
O -3.401 3.563 33.331 -1.2 1.7 -0.1
H -4.053 3.973 32.696 1.2 -0.9 0.8
H -3.050 4.353 33.810 -0.2 -0.9 -0.4
O -0.537 1.195 33.654 -0.2 -0.5 -0.1
H -0.706 1.350 32.694 0.0 0.0 0.5
H -0.077 1.988 33.928 -0.2 0.0 0.0
O 0.587 6.202 30.418 0.4 0.8 0.2
H 0.500 5.268 30.721 0.1 -0.6 0.0
H 0.846 6.606 31.265 -0.1 -0.2 -0.6
O 5.321 5.343 32.479 2.0 2.0 0.1
H 5.119 4.430 32.421 -1.3 -1.1 -0.1
H 4.641 5.999 32.626 -0.8 -0.6 0.1
O -1.499 2.598 31.565 -1.3 -0.8 -0.1
H -0.658 3.073 31.645 0.5 0.7 0.0
H -2.093 2.842 32.308 0.6 0.0 -0.7
O 4.151 0.644 33.621 -0.5 -1.2 0.2
H 3.345 0.153 33.391 0.4 0.0 0.0
H 3.801 1.524 33.608 -0.1 1.0 -0.1
O -2.953 6.386 33.581 1.0 0.5 1.0
H -2.913 7.329 33.786 -0.4 -0.3 -0.1
H -3.733 6.206 33.082 -0.8 0.2 -0.7
O -2.227 5.842 30.852 -1.6 0.6 -0.7
H -2.532 6.768 30.833 0.4 -0.6 0.0
H -1.563 5.809 31.531 0.5 -0.1 0.2
O 3.288 7.309 32.558 2.0 -0.1 0.2
H 2.411 7.504 32.793 -2.0 0.3 0.9
H 3.253 7.279 31.616 0.2 -0.2 -1.2
O 0.525 7.647 32.782 1.3 1.6 -1.3
H 0.167 8.316 32.171 0.0 -0.5 0.5
H -0.137 7.376 33.374 -1.5 -0.6 1.1
O 2.997 3.969 30.060 0.8 0.0 -1.1
H 2.389 4.281 29.363 0.1 -0.1 1.1
H 2.623 4.152 30.933 -1.2 0.2 -0.3
O 4.711 2.741 31.750 1.2 -0.1 -0.8
H 5.443 2.815 31.104 -0.1 -0.1 0.8
H 3.994 2.834 31.118 -0.9 0.0 -0.1
O 1.502 1.507 31.260 0.8 -2.8 -0.1
H 1.175 2.366 31.507 -0.2 1.8 -0.2
H 1.996 1.547 30.439 -0.2 0.5 0.1
```
Positions in Å, forces in eV/Å.

Record 3
Here is a 14-piece molecular cluster, C3H36N2O13 overall from the OMol25 dataset. Energies are from wB97M-V/def2-TZVPD.

Values from the calculation:
**Electronic energy**: -1223.44210 Eh
**Net charge**: 0
**E_LUMO**: 0.046 eV
**Maximum force**: 4.5 eV/Å
**HOMO-LUMO gap**: 8.8 eV
**ΔE to the lowest compared entry with this formula, charge and spin**: 101.65 kcal per mole

XYZ file:
```
54
Properties=species:S:1:pos:R:3:forces:R:3
N 2.414 -2.253 -1.960 2.6 1.4 -0.6
C 1.587 -1.620 -2.904 -3.3 -0.6 -2.3
C 0.775 -0.367 -2.436 0.3 0.3 -1.1
N 0.102 0.568 -3.347 -1.1 1.0 -1.3
C -1.335 0.414 -3.758 1.2 -4.2 -1.1
H 1.957 -2.783 -1.282 -1.0 -0.6 1.3
H 3.168 -1.678 -1.568 -0.6 -0.4 -0.2
H 2.036 -1.333 -3.897 0.3 -0.3 1.1
H 0.861 -2.422 -3.208 0.4 0.6 0.1
H -0.016 -0.500 -1.734 0.4 -1.1 1.2
H 1.585 0.262 -2.137 0.4 0.4 1.5
H 0.667 0.626 -4.165 0.3 0.3 -0.9
H -1.985 0.304 -2.919 -0.1 -0.1 0.5
H -1.835 1.068 -4.435 0.7 1.5 -0.3
H -1.413 -0.565 -4.374 -0.2 1.0 1.0
H -2.037 -1.586 -1.192 0.1 -0.3 0.0
H -2.513 -0.221 -0.794 0.2 0.9 -0.2
O -2.720 -1.143 -0.684 -0.4 -0.9 0.3
H 2.613 -0.146 3.604 -0.2 0.5 0.0
H -0.764 -0.542 2.947 -1.0 0.9 0.1
O -0.211 -1.137 3.437 1.0 -1.4 0.9
H -0.329 -1.076 4.393 -0.4 0.4 -0.5
H 3.324 1.039 3.007 0.4 0.1 0.0
O 2.623 0.830 3.631 0.1 -0.7 0.0
H 0.528 3.077 -0.606 0.8 -0.8 -1.2
H 1.207 2.529 -1.975 -0.3 0.2 0.5
O 1.064 2.341 -1.030 -0.4 1.6 0.0
H 3.386 -0.179 0.279 -0.1 -0.6 0.1
H 3.521 1.229 -0.266 -0.1 -0.2 0.7
O 3.458 0.727 0.571 0.9 0.7 -0.9
H 1.351 -0.995 1.273 0.1 -0.1 0.4
H 1.231 -1.744 2.597 -0.6 0.2 0.4
O 1.760 -1.703 1.801 0.8 0.0 -1.1
H -1.402 3.294 2.607 -1.0 0.4 1.3
H -2.091 2.066 2.850 -0.7 -0.8 0.6
O -2.146 2.967 3.190 1.7 0.5 -1.6
H -2.397 3.429 0.730 -0.1 0.8 -0.2
H -1.281 2.566 0.512 0.6 -0.5 -0.4
O -1.538 3.461 0.282 -0.4 0.1 0.6
H -2.342 0.277 1.445 -0.6 -0.5 -0.7
H -3.204 -0.166 2.706 -0.8 -0.8 -0.4
O -2.409 0.239 2.390 1.8 1.7 0.9
H -3.631 -1.974 1.055 0.3 0.0 0.3
H -2.576 -2.407 2.078 0.6 -0.2 0.0
O -3.465 -2.082 2.008 -1.3 -0.3 -0.3
H 1.812 1.304 2.003 -0.4 0.2 -0.2
H 1.436 2.039 0.630 0.4 -0.9 0.8
O 1.113 1.470 1.349 -1.1 0.3 0.2
H -0.138 -3.388 0.807 0.1 0.4 -0.2
H 0.748 -4.363 0.140 -0.1 0.2 -0.4
O 0.213 -3.580 -0.074 0.0 -0.7 0.5
H -0.409 0.877 -0.832 0.2 -0.3 0.7
H -1.041 1.827 -1.679 -0.8 -0.1 0.0
O -1.309 1.124 -1.064 0.0 0.6 0.4
```
Positions in Å, forces in eV/Å.